1.
# C35H36AsN3O2SbSn

C35H36AsN3O2SbSn as an isolated structure (wB97M-V/def2-TZVPD, the Open Molecules 2025 dataset).

Computed properties:
orbital gap: 5.0 eV
LUMO: -9.98 eV
HOMO: -0.5494 Ha
maximum force: 1.65 eV Å⁻¹
total charge: +3
energy above the lowest of the compared OMol25 structures with the same formula, charge and spin: 2.6417 eV

Geometry as XYZ:
```
79
C35H36AsN3O2SbSn (wB97M-V/def2-TZVPD)
Sn -0.3496 -0.0341 0.4842
C -1.2929 -3.2825 -2.8546
C -1.2769 -1.9922 -2.1121
N -0.4960 -1.7996 -1.0960
N 0.3224 -2.8271 -0.7797
C 1.0418 -2.6631 0.2968
O 0.9897 -1.5726 1.0317
C 1.9616 -3.7285 0.6922
C 2.7389 -3.5983 1.8460
C 3.6276 -4.5945 2.2011
C 3.7508 -5.7323 1.4123
C 2.9576 -5.8849 0.2807
C 2.0694 -4.8920 -0.0809
C -2.2423 -0.9552 -2.5483
C -2.6704 -0.9486 -3.8755
C -3.6196 -0.0318 -4.2778
C -4.1944 0.8004 -3.3318
C -3.7384 0.7112 -2.0282
N -2.7452 -0.0918 -1.6470
H -0.7496 -4.0404 -2.3015
H -0.8196 -3.1762 -3.8345
H -2.3211 -3.6083 -3.0160
H 2.6387 -2.7101 2.4564
H 4.2309 -4.4989 3.0937
H 4.4735 -6.4926 1.6755
H 3.0413 -6.7803 -0.3197
H 1.4619 -4.9947 -0.9668
H -2.2572 -1.6519 -4.5834
H -3.9394 0.0176 -5.3100
H -4.9998 1.4669 -3.6049
H -3.5731 2.0438 -0.4271
C 2.0693 0.4495 4.0793
As 2.5692 1.4705 2.5266
C 3.4536 3.0977 3.0372
C 3.6917 0.3916 1.3961
O 1.1382 1.8398 1.6470
H 2.9730 0.0859 4.5686
H 1.4647 -0.3990 3.7605
H 1.5057 1.0756 4.7689
H 4.4662 2.8496 3.3564
H 2.9248 3.5707 3.8622
H 3.5042 3.7737 2.1851
H 4.5076 -0.0030 2.0024
H 4.1072 0.9843 0.5834
H 3.1022 -0.4353 1.0011
C -0.1932 8.5535 1.5062
C -0.7546 7.8712 2.5766
C -0.6443 6.4906 2.6566
C 0.0380 5.7994 1.6511
C 0.5940 6.4801 0.5690
C 0.4779 7.8590 0.5061
Sb -0.3554 3.6899 1.6175
C -0.4547 3.3361 3.7147
C 0.2863 4.0865 4.6269
C 0.2723 3.7409 5.9719
C -0.4636 2.6436 6.4038
C -1.2087 1.8999 5.4958
C -1.2043 2.2447 4.1540
C -4.4272 1.5034 -0.8952
C -4.9603 0.5872 0.1283
C -6.1894 0.7584 0.6821
C -7.0079 1.8153 0.2448
C -6.5961 2.6859 -0.7780
C -5.3645 2.5457 -1.3368
H -0.2773 9.6304 1.4504
H -1.2827 8.4086 3.3530
H -1.0999 5.9666 3.4875
H 1.1185 5.9498 -0.2162
H 0.9001 8.3923 -0.3351
H 0.8626 4.9434 4.2986
H 0.8260 4.3344 6.6877
H -0.4587 2.3717 7.4509
H -1.7954 1.0585 5.8414
H -1.7932 1.6691 3.4450
H -4.3431 -0.2573 0.4092
H -6.5586 0.0721 1.4326
H -7.9826 1.9577 0.6973
H -7.2681 3.4604 -1.1236
H -5.0319 3.2282 -2.1104
```

Here is what Mulliken gives for the atomic charges, in e: 1.013, -1.390, 0.455, 0.142, -0.551, 0.411, -0.617, 0.647, -0.140, -0.861, -0.377, -0.820, -0.288, 0.394, -0.541, -0.904, -0.486, -0.110, -0.122, 0.317, 0.391, 0.419, 0.465, 0.425, 0.421, 0.423, 0.384, 0.375, 0.479, 0.487, 0.159, -0.755, 0.741, -1.002, -0.754, -0.540, 0.502, 0.218, 0.154, 0.444, 0.241, 0.407, 0.404, 0.405, -0.018, -0.506, -0.797, -0.276, 0.654, -0.638, -0.559, 0.886, 0.284, -0.235, -0.761, -0.558, -0.704, -0.543, 1.292, -0.158, -0.835, -0.186, -0.743, -0.556, 0.415, 0.409, 0.386, 0.370, 0.419, 0.694, 0.433, 0.438, 0.434, 0.387, 0.460, 0.472, 0.460, 0.470, 0.643



2.
# C3H5NO2S

One molecule with the formula C3H5NO2S (wB97M-V/def2-TZVPD, the Open Molecules 2025 dataset).

Computed properties:
orbital gap: 9.6 eV
LUMO: -0.35 eV
HOMO: -0.3663 Ha
maximum force: 3.83 eV Å⁻¹
energy above the lowest of the compared OMol25 structures with the same formula, charge and spin: 2.9280 eV

Geometry as XYZ:
```
12
C3H5NO2S (wB97M-V/def2-TZVPD)
C 1.0164 1.3368 -0.2485
C -0.5081 -0.0043 0.8010
C -1.3990 -0.7904 -0.1566
N -0.1996 1.2236 0.1001
O 2.4335 -0.6669 -1.2281
O 0.6207 -0.7217 1.1078
S 2.1476 -0.0979 0.0856
H 1.2316 2.2142 -1.0007
H -0.9044 0.3392 1.7862
H -1.5689 -0.0287 -0.9236
H -2.2904 -1.3351 0.2034
H -0.5793 -1.4688 -0.5266
```

Here is what Mulliken gives for the atomic charges, in e: -0.084, 0.526, -1.137, -0.477, -0.457, -0.549, 0.524, 0.353, 0.356, 0.341, 0.302, 0.301



3.
# C3H9N3O2

One molecule with the formula C3H9N3O2 (wB97M-V/def2-TZVPD, the Open Molecules 2025 dataset).

Computed properties:
SMILES string: CCN=C(NO)NO
orbital gap: 9.8 eV
LUMO: 0.54 eV
HOMO: -0.3388 Ha
maximum force: 4.62 eV Å⁻¹
energy above the lowest of the compared OMol25 structures with the same formula, charge and spin: 7.9208 eV

Geometry as XYZ:
```
17
C3H9N3O2 (wB97M-V/def2-TZVPD)
C -0.9292 1.8487 1.8069
C -1.5670 0.7011 0.9573
C 0.0661 -0.3934 -0.3437
H -1.6305 2.8475 1.3272
H 0.2819 1.8451 1.9537
H -1.4750 1.7436 2.9049
H -2.5681 0.9899 0.6457
H -1.5440 -0.1180 1.5453
H 0.1529 -0.4664 1.6625
H 2.2019 -0.3668 0.7740
H 1.3677 -1.3165 -1.6269
H -0.5481 0.3542 -2.4362
N -0.9429 0.4103 -0.3333
N 0.4747 -1.0369 0.9222
N 0.4430 -0.8880 -1.5934
O 1.8358 -1.2096 0.7906
O 0.4790 0.2285 -2.5708
```

Here is what Mulliken gives for the atomic charges, in e: -0.605, -1.062, 0.555, 0.242, 0.219, 0.225, 0.381, 0.570, 0.295, 0.313, 0.318, 0.381, -0.491, -0.260, -0.260, -0.389, -0.431



4.
# F8N4Na4O16S8

F8N4Na4O16S8 as an isolated structure (wB97M-V/def2-TZVPD, the Open Molecules 2025 dataset).

Computed properties:
orbital gap: 3.1 eV
LUMO: -5.47 eV
HOMO: -0.3154 Ha
maximum force: 10.92 eV Å⁻¹
energy above the lowest of the compared OMol25 structures with the same formula, charge and spin: 7.9068 eV

Geometry as XYZ:
```
40
F8N4Na4O16S8 (wB97M-V/def2-TZVPD)
Na 20.5813 10.8522 -5.3008
Na 21.4410 19.1848 -11.6601
Na 18.4986 15.0832 -5.6271
Na 16.9120 6.5322 -10.4133
N 17.8429 20.0328 -11.4699
S 17.4456 21.3875 -12.2727
O 16.2998 22.0350 -11.8927
O 17.8862 21.5008 -13.6837
F 18.6036 22.3083 -11.5506
S 16.8055 19.2058 -12.1883
O 17.1508 18.6613 -13.5263
O 15.4011 19.2985 -11.9054
F 17.2210 17.9431 -11.3021
N 23.2590 17.8072 -14.4043
S 23.5141 16.1387 -14.6485
O 23.9237 15.4004 -13.4412
O 23.8741 15.7012 -15.9756
F 21.9354 15.7802 -14.8986
S 24.7840 18.1075 -14.5664
O 25.3569 18.0221 -15.9083
O 25.6201 17.7631 -13.4375
F 24.6542 19.7453 -14.4521
N 19.2563 12.5146 -8.4570
S 18.1223 11.9785 -9.2839
O 18.2773 10.5619 -9.6355
O 17.4155 12.8917 -10.2009
F 17.1096 11.8563 -7.9964
S 20.2151 13.0424 -9.7280
O 20.1043 14.4366 -10.1096
O 20.5711 12.0732 -10.8029
F 21.5690 13.0594 -8.9254
N 10.6213 9.8491 -9.3735
S 11.7801 8.9812 -8.7990
O 11.4298 8.2723 -7.5968
O 13.2259 9.2966 -9.0961
F 11.5284 7.9154 -10.0027
S 11.0901 11.1700 -8.2661
O 12.1242 12.1135 -8.7502
O 11.0688 10.8357 -6.8680
F 9.7249 11.9731 -8.6077
```

Here is what Mulliken gives for the atomic charges, in e: 0.976, 0.952, 0.980, 0.995, -0.236, 1.078, -0.515, -0.556, -0.338, 1.052, -0.576, -0.583, -0.306, -0.274, 1.064, -0.557, -0.530, -0.291, 1.090, -0.564, -0.581, -0.330, -0.250, 1.035, -0.614, -0.490, -0.329, 1.004, -0.498, -0.528, -0.283, -0.275, 1.046, -0.567, -0.598, -0.326, 1.059, -0.543, -0.533, -0.261



Q: Which value of maximum force does entry 4 give?
A: 10.92 eV Å⁻¹